Entry 1:
ORCA calculation (ωB97M-V with the def2-TZVPD basis set) on a 3-piece molecular cluster, C28H45Br2Cl2F16NO5P2S2Si overall.

Geometry as ORCA input:
```
! wB97M-V def2-TZVPD RIJCOSX def2/J DEFGRID3
* xyz 0 1
C 3.8852 -2.8200 0.6469
C 5.3013 -2.3740 1.0699
C 5.4054 -0.8648 1.0978
C 5.4263 -0.2585 -0.3015
N 4.6830 1.0056 -0.4187
C 3.8557 1.0735 -1.6396
C 2.5214 1.7968 -1.4267
C 1.3145 0.8575 -1.5100
C 0.7547 0.4744 -0.1153
Si -1.0197 1.0154 0.2026
P -1.3714 3.0094 -0.7874
P -1.7930 4.5404 0.6546
O -1.6161 5.8173 -0.0032
O -3.3133 4.3470 1.0920
O -0.8541 4.4720 1.9621
C -2.1160 -0.1877 -0.7745
Br -4.0152 0.2520 -0.6702
C -1.7671 -1.6644 -0.4942
C -2.8571 -2.5334 0.0611
Br -1.0200 -2.4753 -2.1160
C -1.3491 1.0713 2.0873
Cl -2.7453 0.0655 2.5665
C -0.0619 0.7073 2.8923
C 0.7611 1.9498 3.1018
Cl -0.5001 0.0842 4.5206
C 5.4370 2.1037 -0.1923
S 6.6953 2.1383 0.8496
S 5.0608 3.6210 -1.0551
C 4.7911 4.7417 0.3582
C 3.6864 4.2670 1.2942
C 2.3079 4.8005 0.8380
H 3.2844 -2.9448 1.5270
H 3.4570 -2.0777 -0.0048
H 3.9372 -3.7636 0.1342
H 6.0816 -2.8245 0.4768
H 5.4453 -2.7083 2.0861
H 6.3557 -0.6150 1.5388
H 4.6595 -0.4027 1.7252
H 6.4458 -0.1298 -0.6286
H 5.0048 -0.9985 -0.9587
H 3.6013 0.0866 -1.9719
H 4.3865 1.5187 -2.4643
H 2.5396 2.3673 -0.5227
H 2.4313 2.4984 -2.2411
H 0.5762 1.3490 -2.1264
H 1.5598 -0.0448 -2.0404
H 1.3840 0.9370 0.6271
H 0.8997 -0.5884 0.0211
H -0.1427 3.4187 -1.3315
H -3.4909 4.8998 1.8665
H -1.2245 5.0036 2.6806
H -1.8586 0.0062 -1.8004
H -0.9692 -1.6756 0.2238
H -2.4871 -3.5472 0.0577
H -3.7529 -2.5345 -0.5311
H -3.0413 -2.2995 1.0905
H -1.5933 2.0810 2.3669
H 0.4682 -0.0980 2.4198
H 0.2214 2.5935 3.7683
H 1.6881 1.6737 3.5732
H 0.9494 2.4542 2.1719
H 5.7314 4.8005 0.8796
H 4.5161 5.6895 -0.0572
H 3.8908 4.6894 2.2636
H 3.6711 3.1962 1.3979
H 2.3524 5.3158 -0.1067
H 1.9508 5.5150 1.5561
H 1.5960 3.9971 0.8048
F -5.6888 3.0010 -6.4251
C -6.9901 3.3146 -6.6138
F -7.1073 4.6645 -6.5932
C -7.8594 2.7266 -5.5048
F -7.5305 3.2758 -4.3166
F -9.1421 3.1018 -5.7826
C -7.8664 1.1988 -5.3804
O -7.0114 0.6511 -4.4087
C -5.7033 0.4236 -4.7317
F -5.4856 0.6045 -6.0514
F -5.4407 -0.8734 -4.4535
C -4.7734 1.2786 -3.8788
F -5.0350 2.5912 -4.0700
F -3.4877 1.0531 -4.2500
H -7.3143 2.9517 -7.5936
H -8.8662 0.9381 -5.0399
H -7.7436 0.7123 -6.3483
H -4.8830 1.0380 -2.8163
F 1.6511 -5.0691 2.2443
C 0.3793 -4.7134 1.9599
F 0.3243 -3.3569 1.8972
C -0.5829 -5.1932 3.0424
F -0.2996 -4.5869 4.2141
F -1.8260 -4.7769 2.6614
C -0.6703 -6.7085 3.2545
O 0.0991 -7.2299 4.3093
C 1.4121 -7.5320 4.0828
F 1.7198 -7.4400 2.7736
F 1.6000 -8.8169 4.4552
C 2.3307 -6.6623 4.9382
F 2.1335 -5.3570 4.6544
F 3.6175 -6.9684 4.6560
H 0.1023 -5.1166 0.9811
H -1.6999 -6.9043 3.5460
H -0.5122 -7.2588 2.3267
H 2.1375 -6.8325 5.9992
*
```

Here are the Löwdin charges for atoms 1 to 6, given in e: C -0.087; C -0.243; C -0.226; C -0.211; N -0.140; C -0.192

---

Entry 2:
ORCA calculation (ωB97M-V with the def2-TZVPD basis set) on a 7-piece molecular cluster, C26H60ClF7N2O21S7 overall.

Geometry as ORCA input:
```
! wB97M-V def2-TZVPD RIJCOSX def2/J DEFGRID3
* xyz 0 1
C 0.5710 0.5755 2.0221
C 1.0047 -0.5327 2.9981
C 1.2938 -1.9108 2.3496
N 1.0876 -1.9688 0.8835
N 2.2878 -2.3567 0.2105
C 2.3679 -1.9107 -1.1280
F 2.1765 -2.9408 -2.0532
C 1.5078 -0.7172 -1.5227
O 0.2240 -1.2656 -1.7548
C -0.7869 -0.4569 -2.2089
F -0.3711 0.8353 -2.3517
Cl -2.1042 -0.4991 -0.9863
S 4.1743 -1.5646 -1.4161
O 4.3228 -0.8707 -2.6662
O 4.8936 -2.7684 -1.1129
C 4.6355 -0.3196 -0.0612
F 5.4563 -0.9283 0.7655
F 3.5582 0.1115 0.5937
C 5.3469 0.9378 -0.6175
F 4.5614 1.5937 -1.4461
F 5.6483 1.7405 0.3887
F 6.4610 0.6142 -1.2382
H 0.2652 1.4610 2.5942
H 1.3881 0.8785 1.3553
H -0.2829 0.2669 1.4065
H 1.9050 -0.1924 3.5269
H 0.2073 -0.6567 3.7408
H 0.6816 -2.6883 2.8250
H 2.3457 -2.1745 2.5326
H 0.3782 -2.6721 0.6917
H 2.4929 -3.3561 0.2420
H 1.5272 0.0432 -0.7382
H 1.9165 -0.2848 -2.4477
H -1.1934 -0.8198 -3.1577
C -1.0335 0.1935 -7.9289
C 0.0952 -0.7847 -8.1563
O 1.0901 -0.7546 -7.0978
S 0.7421 -1.5024 -5.7472
C 2.3493 -1.5302 -5.0491
O 0.2905 -2.8278 -6.0478
O -0.0916 -0.6670 -4.9278
H -1.6468 -0.0978 -7.0776
H -1.6710 0.2262 -8.8102
H -0.6357 1.1909 -7.7363
H -0.2666 -1.8077 -8.2631
H 0.6640 -0.5335 -9.0492
H 3.0055 -2.1550 -5.6485
H 2.2266 -1.9600 -4.0573
H 2.7236 -0.5123 -4.9865
C -4.3728 -2.9006 5.0739
C -4.6445 -3.8075 3.8955
O -5.1557 -3.0834 2.7415
S -4.0986 -2.2668 1.8897
C -5.1049 -1.9927 0.4765
O -2.9925 -3.1143 1.5689
O -3.8433 -1.0148 2.5441
H -3.5408 -2.2288 4.8729
H -4.1213 -3.5098 5.9424
H -5.2504 -2.2964 5.3070
H -3.7532 -4.3571 3.5924
H -5.4296 -4.5267 4.1179
H -5.3163 -2.9524 0.0131
H -4.5385 -1.3578 -0.2006
H -6.0176 -1.4959 0.7945
C -6.5749 -1.4456 -11.7992
C -5.8415 -0.1283 -11.6781
O -6.1738 0.5846 -10.4586
S -5.4905 0.0860 -9.1171
C -5.8473 1.4979 -8.1347
O -4.0766 -0.0170 -9.3325
O -6.1957 -1.0461 -8.6026
H -6.2374 -2.1620 -11.0522
H -6.3946 -1.8649 -12.7895
H -7.6471 -1.2994 -11.6693
H -4.7596 -0.2574 -11.7198
H -6.1313 0.5619 -12.4675
H -5.3300 2.3565 -8.5532
H -5.4820 1.2765 -7.1341
H -6.9234 1.6485 -8.1233
C 8.0002 3.7352 1.8935
C 8.8460 4.6698 1.0582
O 8.2169 5.9614 0.8564
S 8.2777 6.9954 2.0579
C 7.8276 8.4290 1.1465
O 9.6334 7.1017 2.5080
O 7.2518 6.6972 3.0092
H 7.9238 4.0784 2.9241
H 8.4514 2.7424 1.8903
H 6.9928 3.6647 1.4859
H 9.8333 4.8285 1.4931
H 8.9804 4.2867 0.0487
H 8.5969 8.6290 0.4061
H 7.7617 9.2430 1.8651
H 6.8623 8.2537 0.6795
C -0.8548 3.9458 6.6391
C -2.3651 4.0328 6.5952
O -2.9148 3.5459 5.3467
S -3.0207 1.9716 5.1631
C -4.0779 1.9551 3.7701
O -3.6875 1.4192 6.3089
O -1.7375 1.4426 4.8125
H -0.5130 2.9124 6.6604
H -0.4919 4.4519 7.5343
H -0.4189 4.4260 5.7631
H -2.8312 3.4878 7.4168
H -2.7011 5.0666 6.6415
H -5.0275 2.3989 4.0570
H -4.1967 0.9105 3.4854
H -3.6043 2.5149 2.9675
C 1.4173 -4.9770 6.5486
C 0.1656 -4.9016 7.3955
O -0.3596 -3.5545 7.4946
S -1.1765 -3.0016 6.2494
C -1.9128 -1.6223 7.0432
O -2.1738 -3.9679 5.8899
O -0.2631 -2.5511 5.2427
H 1.2041 -4.7691 5.5014
H 1.8421 -5.9785 6.6250
H 2.1563 -4.2541 6.8939
H -0.6222 -5.5549 7.0189
H 0.3696 -5.1772 8.4281
H -2.5761 -1.9828 7.8246
H -2.4644 -1.0791 6.2809
H -1.1245 -0.9924 7.4456
*
```

Here are the Löwdin charges for atoms 1 to 6, given in e: C -0.105; C -0.219; C -0.176; N -0.028; N 0.004; C -0.486

---

| no. | HOMO level (eV) | largest force on an atom (Eh/bohr) | E_tot (eV) |
| --- | --- | --- | --- |
| 1 | -8.12 | 0.041 | -298231.204 |
| 2 | -9.36 | 0.021 | -181300.029 |